*w*
ORCA calculation (wB97M-V/def2-TZVPD) on a cluster of 2 separate species, C6H18N3 in total.

Values from the calculation:
Kohn-Sham gap, eV: 9.33
HOMO, Eh: -0.4475
Net charge: +1

Bonds (Å) are listed after each position.
Atoms and positions in Å:
1 C 1.325 -1.694 -1.085  C6 1.497, H10 1.087, H11 1.091, H12 1.087
2 C 1.908 0.231 0.481  C6 1.493, H13 1.089, H14 1.090, H15 1.085
3 C 1.210 0.694 -1.893  C6 1.504, H16 1.092, H17 1.090, H18 1.093
4 C -0.782 -0.696 2.187  N8 1.449, H19 1.090, H20 1.098, H21 1.084
5 C -0.934 -0.156 -0.177  N7 1.469, N8 1.431, H22 1.087
6 C 1.167 -0.250 -0.722  C1 1.497, C2 1.493, C3 1.504
7 N -1.619 0.838 -1.013  C5 1.469, H23 1.020, H24 1.028, H27 1.095
8 N -0.957 0.323 1.172  C4 1.449, C5 1.431, N9 1.431
9 N -2.074 1.191 1.393  N8 1.431, H25 1.024, H26 1.015
10 H 0.694 -1.969 -1.927  C1 1.087
11 H 2.361 -1.873 -1.376  C1 1.091
12 H 1.107 -2.351 -0.246  C1 1.087
13 H 1.331 0.969 1.037  C2 1.089
14 H 2.833 0.711 0.165  C2 1.090
15 H 2.163 -0.587 1.148  C2 1.085
16 H 1.023 1.725 -1.588  C3 1.092
17 H 0.535 0.393 -2.695  C3 1.090
18 H 2.216 0.679 -2.320  C3 1.093
19 H -0.547 -0.215 3.137  C4 1.090
20 H -1.680 -1.315 2.309  C4 1.098
21 H 0.048 -1.334 1.902  C4 1.084
22 H -1.292 -1.171 -0.330  C5 1.087
23 H -2.289 0.435 -1.668  N7 1.020
24 H -0.952 1.435 -1.518  N7 1.028
25 H -2.876 0.682 1.775  N9 1.024
26 H -1.812 1.911 2.059  N9 1.015
27 H -2.108 1.395 -0.207  N7 1.095

Atom charges from the Mulliken analysis, given in e for atoms 1 to 4: -1.70 -1.58 -2.08 -1.08

---

*x*
ORCA calculation (wB97M-V/def2-TZVPD) on a cluster of 2 separate species, C6H18N3 in total.

Values from the calculation:
Kohn-Sham gap, eV: 10.84
HOMO, Eh: -0.5110
Net charge: +1

Bonds (Å) are listed after each position.
Atoms and positions in Å:
1 C -0.607 -1.727 0.149  C2 1.537, C3 1.532, C4 1.543, H5 1.102
2 C -0.042 -2.372 1.425  C1 1.537, H6 1.087, H7 1.097, H14 1.090
3 C -0.846 -2.837 -0.879  C1 1.532, H8 1.092, H9 1.098, H10 1.090
4 C -1.844 -0.830 0.357  C1 1.543, H11 1.096, H12 1.086, H13 1.086
5 H 0.255 -1.143 -0.214  C1 1.102
6 H 0.889 -2.909 1.259  C2 1.087
7 H -0.718 -3.170 1.757  C2 1.097
8 H -1.417 -3.650 -0.427  C3 1.092
9 H -1.461 -2.534 -1.737  C3 1.098
10 H 0.078 -3.184 -1.340  C3 1.090
11 H -2.076 -0.894 1.426  C4 1.096
12 H -1.624 0.209 0.125  C4 1.086
13 H -2.719 -1.263 -0.118  C4 1.086
14 H 0.016 -1.614 2.206  C2 1.090
15 C 2.622 1.408 -0.005  N17 1.480, H25 1.081, H26 1.094, H27 1.082
16 C 0.393 2.499 -0.387  N17 1.314, N18 1.343, N19 1.361
17 N 1.576 2.098 -0.794  C15 1.480, C16 1.314, H20 1.010
18 N -0.110 2.693 0.844  C16 1.343, H21 1.017, H22 0.994
19 N -0.491 2.773 -1.384  C16 1.361, H23 1.004, H24 1.012
20 H 1.708 1.976 -1.787  N17 1.010
21 H 0.450 2.567 1.683  N18 1.017
22 H -1.059 2.419 0.952  N18 0.994
23 H -0.109 2.931 -2.299  N19 1.004
24 H -1.481 2.916 -1.227  N19 1.012
25 H 3.557 1.550 -0.529  C15 1.081
26 H 2.425 0.335 -0.074  C15 1.094
27 H 2.635 1.756 1.020  C15 1.082

Atom charges from the Mulliken analysis, given in e for atoms 1 to 4: 1.21 -1.57 -1.57 -0.94

---

The winner here is *x*, beating the second structure by 0.0931 hartree.

---

*w*
ORCA calculation (wB97M-V/def2-TZVPD) on an isolated molecule of C4H8N2S2.

Values from the calculation:
SMILES: C=NN[C@@H](C)C(=S)S
Kohn-Sham gap, eV: 8.58
HOMO, Eh: -0.3274
Net charge: 0

Bonds (Å) are listed after each position.
Atoms and positions in Å:
1 C -2.322 -2.268 -0.064  N2 1.274, H9 1.119, H10 1.069
2 N -2.347 -1.214 0.651  C1 1.274, N3 1.373
3 N -1.289 -0.339 0.655  N2 1.373, C4 1.460, H11 1.011
4 C -0.352 -0.277 -0.463  N3 1.460, C5 1.542, C6 1.534, H12 1.095
5 C -1.017 0.238 -1.754  C4 1.542, H13 1.053, H14 1.121, H15 1.114
6 C 0.893 0.508 -0.032  C4 1.534, S7 1.626, S8 1.755
7 S 1.669 1.594 -0.960  C6 1.626
8 S 1.545 0.118 1.550  C6 1.755, H16 1.338
9 H -1.542 -2.591 -0.798  C1 1.119
10 H -3.146 -2.946 -0.012  C1 1.069
11 H -1.627 0.568 0.948  N3 1.011
12 H 0.017 -1.297 -0.611  C4 1.095
13 H -1.878 -0.324 -1.977  C5 1.053
14 H -0.288 0.232 -2.605  C5 1.121
15 H -1.270 1.316 -1.625  C5 1.114
16 H 0.551 -0.671 1.973  S8 1.338

Atom charges from the Mulliken analysis, given in e for atoms 1 to 4: -0.30 -0.78 0.17 0.16

---

*x*
ORCA calculation (wB97M-V/def2-TZVPD) on an isolated molecule of C4H8N2S2.

Values from the calculation:
SMILES: C=NS/C(CC)=N/S
Kohn-Sham gap, eV: 9.12
HOMO, Eh: -0.3063
Net charge: 0

Bonds (Å) are listed after each position.
Atoms and positions in Å:
1 C -3.515 -0.626 0.316  N2 1.316, H9 1.109, H10 1.097
2 N -2.204 -0.714 0.252  C1 1.316, S3 1.767
3 S -1.460 0.797 -0.281  N2 1.767, C4 1.790
4 C 0.232 0.211 -0.275  S3 1.790, C5 1.564, N7 1.248
5 C 1.198 1.421 -0.491  C4 1.564, C6 1.509, H11 1.073, H12 1.103
6 C 1.914 1.890 0.752  C5 1.509, H13 1.083, H14 1.094, H15 1.101
7 N 0.468 -0.993 -0.042  C4 1.248, S8 1.727
8 S 2.120 -1.493 -0.085  N7 1.727, H16 1.366
9 H -4.116 -1.501 0.636  C1 1.109
10 H -4.012 0.303 0.009  C1 1.097
11 H 0.648 2.225 -0.940  C5 1.073
12 H 1.904 1.028 -1.242  C5 1.103
13 H 2.670 2.633 0.524  C6 1.083
14 H 2.377 1.070 1.308  C6 1.094
15 H 1.198 2.394 1.420  C6 1.101
16 H 1.937 -2.450 0.871  S8 1.366

Atom charges from the Mulliken analysis, given in e for atoms 1 to 4: -0.16 -0.29 -0.10 0.69

---

The winner here is *w*, beating the second structure by 0.0069 hartree.

---

*w*
ORCA calculation (wB97M-V/def2-TZVPD) on a cluster of 12 separate species, C6H33NO12 in total.

Values from the calculation:
SMILES: C=CCC/C(O)=N\C.O.O.O.O.O.O.O.O.O.O.O
Kohn-Sham gap, eV: 9.70
HOMO, Eh: -0.3468
Net charge: 0

Bonds (Å) are listed after each position.
Atoms and positions in Å:
1 C -3.228 0.203 -2.119  C2 1.316, H9 1.062, H10 1.173
2 C -2.041 -0.363 -2.177  C1 1.316, C3 1.510, H11 1.131
3 C -0.765 0.417 -2.393  C2 1.510, C4 1.543, H12 1.069, H13 1.029
4 C -0.299 1.022 -1.053  C3 1.543, C5 1.503, H14 1.115, H15 1.086
5 C 0.000 0.023 0.030  C4 1.503, O6 1.355, N7 1.275
6 O -0.355 0.555 1.225  C5 1.355, H16 1.118
7 N 0.460 -1.165 0.094  C5 1.275, C8 1.453
8 C 1.061 -1.926 -0.988  N7 1.453, H17 1.066, H18 1.164, H19 1.108
9 H -3.467 1.237 -2.166  C1 1.062
10 H -4.225 -0.396 -1.971  C1 1.173
11 H -1.888 -1.479 -2.086  C2 1.131
12 H -0.909 1.229 -3.072  C3 1.069
13 H -0.063 -0.197 -2.826  C3 1.029
14 H 0.629 1.628 -1.176  C4 1.115
15 H -1.022 1.717 -0.636  C4 1.086
16 H 0.294 0.235 2.077  O6 1.118
17 H 0.688 -1.739 -1.969  C8 1.066
18 H 0.870 -3.065 -0.838  C8 1.164
19 H 2.145 -1.699 -0.992  C8 1.108
20 O 1.084 -0.113 3.136  H21 1.011, H22 0.997
21 H 2.035 0.041 2.829  O20 1.011
22 H 0.958 -1.102 3.113  O20 0.997
23 O 2.759 0.603 -2.436  H24 0.997, H25 0.976
24 H 1.822 0.452 -2.744  O23 0.997
25 H 2.680 0.778 -1.479  O23 0.976
26 O -3.392 1.305 0.435  H27 0.916, H28 0.993
27 H -3.830 0.500 0.431  O26 0.916
28 H -2.444 1.135 0.675  O26 0.993
29 O 4.076 2.920 -2.069  H30 0.982, H31 0.966
30 H 3.748 2.099 -2.497  O29 0.982
31 H 3.599 3.622 -2.530  O29 0.966
32 O -1.908 -1.288 2.406  H33 0.960, H34 0.936
33 H -2.265 -0.910 3.213  O32 0.960
34 H -1.393 -0.599 2.038  O32 0.936
35 O 3.533 0.254 2.144  H36 0.928, H37 1.025
36 H 4.005 -0.463 1.793  O35 0.928
37 H 3.351 0.840 1.323  O35 1.025
38 O -2.170 -2.977 -0.273  H39 0.951, H40 0.933
39 H -2.242 -3.805 0.191  O38 0.951
40 H -1.616 -2.459 0.271  O38 0.933
41 O -4.005 -1.291 0.717  H42 0.978, H43 0.948
42 H -3.680 -1.913 0.037  O41 0.978
43 H -3.322 -1.359 1.371  O41 0.948
44 O 2.860 1.723 0.002  H45 0.972, H46 0.950
45 H 3.448 2.272 -0.544  O44 0.972
46 H 2.187 2.264 0.398  O44 0.950
47 O 0.403 -2.595 2.676  H48 0.953, H49 0.928
48 H -0.517 -2.345 2.669  O47 0.953
49 H 0.612 -2.462 1.782  O47 0.928
50 O 0.740 2.990 0.992  H51 1.011, H52 0.927
51 H 0.179 2.172 1.188  O50 1.011
52 H 0.820 3.475 1.778  O50 0.927

Atom charges from the Mulliken analysis, given in e for atoms 1 to 4: -0.77 0.05 -1.52 -0.78

---

*x*
ORCA calculation (wB97M-V/def2-TZVPD) on a cluster of 13 separate species, C6H33NO12 in total.

Values from the calculation:
Kohn-Sham gap, eV: 8.01
HOMO, Eh: -0.3016
Net charge: 0

Bonds (Å) are listed after each position.
Atoms and positions in Å:
1 C 0.086 -2.797 -0.988  C2 1.522, H8 1.090, H9 1.102, H10 1.084
2 C 0.331 -2.200 -2.366  C1 1.522, C3 1.503, H11 1.102, H12 1.122
3 C -0.102 -0.767 -2.503  C2 1.503, C4 1.385, C7 1.424
4 C -0.531 -0.013 -1.423  C3 1.385, N5 1.373, H13 1.083
5 N -0.415 1.322 -1.720  C4 1.373, C6 1.399, H14 1.030
6 C 0.029 1.472 -3.039  N5 1.399, C7 1.389, H15 1.078
7 C 0.107 0.181 -3.545  C3 1.424, C6 1.389, H16 1.091
8 H 0.765 -2.363 -0.255  C1 1.090
9 H -0.950 -2.721 -0.622  C1 1.102
10 H 0.456 -3.814 -0.929  C1 1.084
11 H 1.382 -2.104 -2.682  C2 1.102
12 H -0.089 -2.735 -3.259  C2 1.122
13 H -0.978 -0.151 -0.447  C4 1.083
14 H -0.993 1.964 -1.159  N5 1.030
15 H 0.474 2.382 -3.410  C6 1.078
16 H 0.560 0.013 -4.523  C7 1.091
17 H -1.302 -0.817 2.859  O19 0.966
18 H -0.455 -0.827 4.370  O19 0.951
19 O -0.945 -0.420 3.664  H17 0.966, H18 0.951
20 H -2.224 -1.529 0.555  O22 0.962
21 H -3.057 -1.108 1.833  O22 0.967
22 O -2.189 -1.383 1.506  H20 0.962, H21 0.967
23 H -1.099 -3.153 1.713  O25 0.972
24 H -2.090 -3.665 0.665  O25 0.956
25 O -1.517 -3.962 1.371  H23 0.972, H24 0.956
26 H -1.887 1.187 2.581  O28 0.961
27 H -1.446 2.561 3.119  O28 0.961
28 O -1.930 2.131 2.408  H26 0.961, H27 0.961
29 H 2.259 0.949 -2.321  O31 0.970
30 H 2.242 -0.455 -1.767  O31 0.966
31 O 2.855 0.222 -2.082  H29 0.970, H30 0.966
32 H 2.709 -2.113 0.591  O34 0.966
33 H 3.492 -3.057 -0.386  O34 0.961
34 O 3.212 -2.150 -0.232  H32 0.966, H33 0.961
35 H -2.293 2.708 0.368  O37 0.967
36 H -2.071 4.191 0.066  O37 0.961
37 O -2.232 3.343 -0.358  H35 0.967, H36 0.961
38 H 2.346 2.625 2.689  O40 0.962
39 H 1.473 3.611 1.950  O40 0.968
40 O 1.514 3.100 2.772  H38 0.962, H39 0.968
41 H 0.881 3.410 -0.686  O43 0.963
42 H 2.375 3.636 -0.721  O43 0.962
43 O 1.555 4.051 -0.436  H41 0.963, H42 0.962
44 H 2.395 -0.256 3.192  O46 0.973
45 H 0.977 -0.349 3.055  O46 0.977
46 O 1.758 -0.883 2.809  H44 0.973, H45 0.977
47 H -3.860 -1.606 -1.163  O49 0.959
48 H -3.932 -0.087 -1.634  O49 0.961
49 O -3.511 -0.721 -1.048  H47 0.959, H48 0.961
50 H 2.331 0.642 -0.040  O52 0.955
51 H 1.433 1.107 1.117  O52 0.962
52 O 2.101 1.402 0.491  H50 0.955, H51 0.962

Atom charges from the Mulliken analysis, given in e for atoms 1 to 4: -0.57 -0.38 -0.04 0.36

---

The winner here is *w*, beating the second structure by 0.0270 hartree.

---

*w*
ORCA calculation (wB97M-V/def2-TZVPD) on a cluster of 3 separate species, C4H13NO2 in total.

Values from the calculation:
Kohn-Sham gap (alpha / beta), eV: 7.06 / 4.80
HOMO (alpha / beta), Eh: -0.1268 / -0.1158
Expectation value of S²: 0.759
Net charge: -1
Multiplicity: 2

Bonds (Å) are listed after each position.
Atoms and positions in Å:
1 C 0.092 0.709 -0.259  N2 1.421, C5 1.530, H7 1.140, H8 1.099
2 N 1.244 1.466 0.086  C1 1.421, H9 1.012, H18 1.083
3 C -3.270 0.315 -0.438  O4 1.358, H10 1.118, H11 1.101, H12 1.089
4 O -2.355 -0.017 0.509  C3 1.358
5 C 0.426 -0.756 -0.547  C1 1.530, C6 1.538, H13 1.091, H14 1.097
6 C 0.384 -1.680 0.681  C5 1.538, H15 1.085, H16 1.093, H17 1.083
7 H -0.687 0.802 0.568  C1 1.140
8 H -0.441 1.153 -1.111  C1 1.099
9 H 1.075 2.182 0.780  N2 1.012
10 H -4.333 0.208 -0.107  C3 1.118
11 H -3.259 1.387 -0.686  C3 1.101
12 H -3.160 -0.250 -1.362  C3 1.089
13 H 1.431 -0.771 -0.970  C5 1.091
14 H -0.219 -1.173 -1.330  C5 1.097
15 H 1.212 -1.390 1.320  C6 1.085
16 H -0.538 -1.543 1.252  C6 1.093
17 H 0.560 -2.703 0.371  C6 1.083
18 H 2.201 0.960 0.112  N2 1.083
19 H 4.198 0.062 0.366  O20 0.962
20 O 3.347 -0.055 -0.066  H19 0.962

Atom charges from the Mulliken analysis, given in e for atoms 1 to 4: -0.27 -0.44 -0.67 -0.45

---

*x*
ORCA calculation (wB97M-V/def2-TZVPD) on a cluster of 3 separate species, C4H13NO2 in total.

Values from the calculation:
Kohn-Sham gap (alpha / beta), eV: 3.45 / 5.36
HOMO (alpha / beta), Eh: -0.0070 / -0.0796
Expectation value of S²: 0.755
Net charge: -1
Multiplicity: 2

Bonds (Å) are listed after each position.
Atoms and positions in Å:
1 C -2.865 -1.114 -1.103  C2 1.569, H6 1.082, H7 1.096, H8 1.092
2 C -1.465 -1.556 -0.550  C1 1.569, C3 1.528, H9 1.088, H10 1.092
3 C -0.820 -0.499 0.345  C2 1.528, C4 1.422, N5 1.442
4 C 0.540 -0.112 0.201  C3 1.422, H11 1.087, H12 1.119
5 N -1.460 -0.374 1.631  C3 1.442, H13 1.015, H14 1.010
6 H -3.321 -0.482 -0.353  C1 1.082
7 H -3.477 -1.984 -1.369  C1 1.096
8 H -2.674 -0.595 -2.045  C1 1.092
9 H -0.821 -1.669 -1.420  C2 1.088
10 H -1.559 -2.415 0.118  C2 1.092
11 H 1.017 0.063 -0.760  C4 1.087
12 H 1.230 -0.626 0.915  C4 1.119
13 H -2.045 0.455 1.623  N5 1.015
14 H -0.792 -0.306 2.385  N5 1.010
15 H 4.103 2.351 -2.011  O17 0.969
16 H 5.510 1.753 -1.874  O17 0.963
17 O 4.855 2.024 -2.526  H15 0.969, H16 0.963
18 H 1.151 1.054 1.790  O20 1.008
19 H 1.887 2.187 2.610  O20 0.971
20 O 1.004 1.848 2.394  H18 1.008, H19 0.971

Atom charges from the Mulliken analysis, given in e for atoms 1 to 4: -1.10 -0.50 0.38 -1.55

---

The winner here is *x*, beating the second structure by 0.0150 hartree.